11
Properties=species:S:1:pos:R:3:nbo_charge:R:1 method="wB97M-V/def2-TZVPD" e_above_lowest_kj_mol=298.9 energy_ev=-7763.429 lumo_energy_ha=0.027 fmax_ev_per_a=3.7 homo_ev=-9.73 gap_ev=10.45
C 0.6824 3.0684 0.0557 0.861
C 0.1386 -2.1145 -0.4205 -0.431
C -0.8201 -0.9856 -0.2470 -0.180
C 0.0512 -1.0938 0.6899 -0.196
N -0.1715 2.1956 -0.0482 -0.795
O 1.3973 3.9561 -0.1203 -0.503
H -0.1718 -3.1044 -0.1813 0.175
H 0.8136 -2.0441 -1.2823 0.182
H -1.7632 -0.5146 -0.5342 0.221
H 0.5816 -0.9414 1.5870 0.229
H -0.7382 1.5783 0.5011 0.436

=====

11
Properties=species:S:1:pos:R:3:nbo_charge:R:1 method="wB97M-V/def2-TZVPD" e_above_lowest_kj_mol=251.0 energy_ev=-7763.925 lumo_energy_ha=0.030 fmax_ev_per_a=1.4 homo_ev=-10.85 gap_ev=11.66
N -0.9862 2.4372 2.0612 -0.316
C -0.8142 1.7151 1.1727 0.280
C -0.6129 0.8663 -0.0148 -0.545
C 0.3785 -0.3308 0.1625 0.069
C 0.6225 -1.6231 -0.6656 -0.104
O 1.1844 -0.3814 -0.9783 -0.477
H -0.1303 1.5152 -0.7618 0.273
H -1.6003 0.6275 -0.4175 0.258
H 0.7727 -0.4138 1.1681 0.189
H 1.4426 -2.3674 -0.5928 0.197
H -0.2567 -2.0446 -1.1336 0.175

=====

11
Properties=species:S:1:pos:R:3:nbo_charge:R:1 method="wB97M-V/def2-TZVPD" e_above_lowest_kj_mol=473.2 energy_ev=-7761.622 lumo_energy_ha=0.032 fmax_ev_per_a=0.9 homo_ev=-9.89 gap_ev=10.75
C 0.5738 -1.3026 1.0066 -0.699
C -0.7587 -0.7492 0.7617 0.044
C -1.8730 -0.3319 0.5697 -0.313
C -0.0663 1.5750 -1.4503 -0.050
N 1.0548 1.8312 -1.5926 0.197
O 2.2109 2.1193 -1.7715 -0.421
H 1.0480 -0.8246 1.8692 0.244
H 0.4891 -2.3738 1.2128 0.244
H 1.2312 -1.1711 0.1408 0.245
H -2.8685 0.0217 0.4116 0.243
H -1.0228 1.2132 -1.1447 0.265